# 1
DFT (wB97M-V/def2-TZVPD) results for one molecule with the formula C2H4Cl2.

Element x y z (Å)
Cl  0.9831  1.7764  0.1440
Cl  1.2679  -1.4028  -0.6669
C  -0.0170  -0.7672  0.3246
C  -0.2634  0.6513  -0.1952
H  -1.1796  1.1392  0.1374
H  0.2894  -0.5998  1.3571
H  -0.7716  -1.5402  0.1793
H  -0.3088  0.7431  -1.2804

Summary:
Frontier orbital gap   11.6 eV
Relative energy (zero: lowest compared OMol25 entry of this formula, charge and spin)   11.3 kcal per mole

# 2
DFT (wB97M-V/def2-TZVPD) results for C19H33GeMnN5 as an isolated structure.

Element x y z (Å)
Ge  3.7418  0.1449  1.5252
Mn  0.2901  -0.2202  0.2159
N  0.3951  -0.9481  -1.4297
N  -0.1289  0.1259  2.3118
N  0.8878  1.2647  -0.7554
N  -0.5920  -1.8967  0.5803
N  -1.4640  1.0782  0.1709
C  -1.3394  -4.0594  -0.4237
C  -0.4204  -1.2128  2.8834
C  0.1637  -2.8529  -2.8371
C  0.8214  -2.1723  -3.8562
C  -0.0205  -2.2204  -1.6085
C  -0.6643  -2.7333  -0.4148
C  2.0598  -0.4032  0.7422
C  3.6917  2.1176  1.7361
C  -1.1927  1.1147  2.5749
C  -2.2080  1.0468  1.4417
C  -1.0351  2.4604  -0.1787
C  1.2428  -0.8636  -3.6575
C  0.5061  2.5152  -0.1671
C  1.2102  1.1014  -2.0079
C  3.7649  -0.7730  3.2948
C  -1.1475  -2.1317  1.8906
C  1.0052  -0.2647  -2.4225
C  1.6432  2.1486  -2.9708
C  5.2563  -0.4066  0.3700
H  0.8555  3.3906  -0.7232
H  -1.8577  -4.2826  0.5053
H  1.7431  -0.3156  -4.4395
H  -1.0041  -3.1674  2.2148
H  4.7470  -0.6299  3.7349
H  3.0281  -0.3565  3.9777
H  1.6174  -1.3969  0.8590
H  -2.7770  0.1196  1.5021
H  3.6088  2.6110  0.7737
H  -0.7412  2.1075  2.6042
H  0.8534  2.3589  -3.6924
H  -0.1921  -3.8585  -2.9923
H  -2.2275  -1.9397  1.8741
H  2.8786  2.4435  2.3791
H  -2.0616  -4.0953  -1.2390
H  -2.1061  0.7581  -0.5544
H  -1.6808  0.9422  3.5401
H  0.8988  2.5676  0.8540
H  -1.0128  -1.1240  3.7997
H  4.6217  2.4360  2.1956
H  2.5005  1.7889  -3.5359
H  -2.9183  1.8782  1.5125
H  5.2438  0.1499  -0.5623
H  -1.3915  2.7156  -1.1802
H  -0.6016  -4.8406  -0.6088
H  1.9216  3.0759  -2.4795
H  -1.4437  3.1886  0.5267
H  0.5361  -1.6760  3.1433
H  0.6998  0.4566  2.8137
H  5.2218  -1.4702  0.1558
H  6.1807  -0.1862  0.8971
H  0.9963  -2.6602  -4.8022
H  3.5957  -1.8408  3.1878

Summary:
Spin multiplicity   4
Frontier orbital gap (spin up / spin down)   6.0 / 7.0 eV
Charge   +2
⟨S²⟩   3.811

# 3
DFT (wB97M-V/def2-TZVPD) results for a 2-piece molecular cluster, C9H16I2NO2P overall.

Element x y z (Å)
I  -1.5416  4.1416  0.7511
I  -4.0309  -0.2267  -1.2054
P  -0.5788  1.0058  -0.4746
O  2.5240  -3.7115  -0.3940
O  4.5459  -4.7393  -0.6948
N  0.3010  1.3282  2.5203
C  0.6097  -1.3753  0.7149
C  -0.6933  -0.7596  0.2391
C  3.0647  -4.5598  -2.5150
C  -4.8126  2.7079  0.0366
C  1.0971  1.7735  0.0192
C  1.3188  2.0000  1.6266
C  3.4142  -4.3133  -1.0575
C  -2.0756  2.1378  -0.0761
C  -3.5255  1.7568  -0.3136
H  -4.5592  3.8105  0.3313
H  1.1666  -2.2325  0.0976
H  1.9600  1.0832  -0.3912
H  -0.6304  1.7981  2.5102
H  3.8728  -5.0830  -3.0352
H  2.8884  -3.6059  -3.0209
H  -5.3819  2.2035  0.9453
H  1.3860  3.1632  1.8255
H  -5.5901  2.7828  -0.8662
H  2.1589  -5.1697  -2.5814
H  0.6318  1.3395  3.5099
H  2.3785  1.5547  1.9324
H  -1.6499  -1.4303  0.3124
H  1.1614  2.8253  -0.5420
H  -0.5443  0.8557  -1.9362
H  1.1346  -1.0614  1.7316

Summary:
Frontier orbital gap   4.3 eV

# 4
DFT (wB97M-V/def2-TZVPD) results for C8H10GdO8P as an isolated structure.

Element x y z (Å)
Gd  0.3059  -0.6119  0.2203
P  -0.1415  -2.1620  2.6995
O  -0.9685  -0.9482  3.5077
O  1.0140  -2.9348  3.7394
O  3.8787  0.4313  -1.1624
O  0.0571  2.9606  1.0680
O  -0.1048  1.4495  -2.5676
O  1.0582  -0.9677  2.2216
O  0.0040  -1.8903  -1.6022
O  -3.0824  0.2006  -0.5219
C  2.8267  0.4019  -0.7218
C  1.1957  -4.3500  3.7704
C  0.0706  1.8944  0.6454
C  1.7803  -0.4577  3.3790
C  -2.3746  -0.9136  3.9362
C  0.0940  -0.9031  -2.4274
C  0.0983  0.4849  -1.8464
C  -2.0201  0.2371  -0.0798
H  -2.5796  -1.6522  4.7215
H  0.1553  -1.1474  -3.4946
H  1.7294  0.6258  3.3115
H  0.3728  -4.8312  3.2486
H  2.1327  -4.6862  3.3402
H  -3.0693  -1.0652  3.1187
H  1.2223  -0.8509  4.2104
H  -2.5414  0.0816  4.3537
H  1.1649  -4.7644  4.7845
H  2.7810  -0.8959  3.3239

Summary:
Spin multiplicity   8
Frontier orbital gap (spin up / spin down)   6.6 / 6.3 eV
Relative energy (zero: lowest compared OMol25 entry of this formula, charge and spin)   4.7 kcal per mole
Charge   +2
⟨S²⟩   16.698

# 5
DFT (wB97M-V/def2-TZVPD) results for one molecule with the formula C8H12N4O.

Element x y z (Å)
O  -1.0554  -3.1093  1.1588
N  0.1525  0.3342  -0.3585
N  -0.3218  -1.8973  -0.6080
N  -0.7305  -0.9173  1.5363
N  -0.5522  1.4244  1.5484
C  0.7957  -0.6802  -2.3967
C  -0.4625  2.6162  0.7488
C  -0.3998  0.1709  0.9043
C  2.0644  3.2032  0.8585
C  -0.7209  -1.9049  0.6556
C  -1.5191  -4.1594  0.2300
C  0.2532  -0.7403  -1.0323
C  0.8993  3.0521  0.1507
H  -2.3137  -3.6982  -0.3729
H  1.1353  -1.5201  -2.9844
H  2.2232  2.8922  1.9035
H  -1.0654  2.3649  -0.1389
H  -1.8282  -4.9656  0.9594
H  2.9150  3.6359  0.2926
H  0.8569  3.5441  -0.9289
H  1.8381  -0.1687  -2.3681
H  -0.6833  -4.4544  -0.4788
H  -0.9058  1.3510  2.5538
H  -0.8845  3.5319  1.2940
H  0.3095  0.0946  -3.1270

Summary:
Frontier orbital gap   9.9 eV
Relative energy (zero: lowest compared OMol25 entry of this formula, charge and spin)   20.7 kcal per mole

# 6
DFT (wB97M-V/def2-TZVPD) results for one molecule with the formula C5H6O2S.

Element x y z (Å)
S  2.5724  -0.2923  0.2880
O  -1.9517  -0.8723  -0.3987
O  -0.9991  1.2058  -0.7626
C  -0.9747  0.8354  0.6171
C  1.3041  0.6684  -0.2984
C  0.0129  0.2170  -0.3730
C  -1.9775  -0.1404  0.9435
C  -0.5195  -1.1293  -0.4790
H  -0.2073  -1.9715  0.2374
H  -3.0422  0.1409  1.1666
H  -0.8988  1.8633  1.2035
H  1.5043  1.6665  -0.7964
H  -0.3659  -1.7444  -1.5710
H  -1.6140  -0.6521  1.9815

Summary:
Frontier orbital gap   8.3 eV
Relative energy (zero: lowest compared OMol25 entry of this formula, charge and spin)   104.0 kcal per mole

# 7
DFT (wB97M-V/def2-TZVPD) results for one molecule with the formula C3N2O2S.

Element x y z (Å)
S  -0.2127  2.1688  0.2455
O  -1.3721  0.2126  -2.9755
O  1.1104  -1.9089  2.5950
N  -0.1236  -0.0562  -1.0212
N  0.6440  -0.1051  1.1484
C  0.8233  -1.0966  1.8246
C  -0.8417  0.2308  -1.9774
C  -0.0278  0.5545  0.1606

Summary:
Frontier orbital gap   8.3 eV
Relative energy (zero: lowest compared OMol25 entry of this formula, charge and spin)   5.5 kcal per mole

# 8
DFT (wB97M-V/def2-TZVPD) results for one molecule with the formula C4H2S.

Element x y z (Å)
S  -1.4732  -0.0944  1.7756
C  1.4237  -0.4668  0.3371
C  -1.2991  0.2663  0.2773
C  0.6340  -0.0452  -0.4748
C  -0.6554  0.4009  -0.8587
H  2.3143  -0.8088  0.7710
H  -0.9444  0.7480  -1.8275

Summary:
Frontier orbital gap   7.6 eV
Relative energy (zero: lowest compared OMol25 entry of this formula, charge and spin)   19.9 kcal per mole

no.,DFT total energy (eV)
1,-27183.4711
2,-115508.7804
3,-40657.6504
4,-54941.0687
5,-16496.9161
6,-20207.6980
7,-21020.3516
8,-15011.2798